Arrangement a

{
  "formula": "HNO2S2",
  "method": "ωB97M-V with the def2-TZVPD basis set",
  "orbital_gap_ha": 0.3250,
  "total_charge": 0,
  "lumo_energy_ev": -1.294,
  "species": ["N", "O", "O", "S", "S", "H"],
  "xyz": [[0.7018, 0.5680, 0.6735], [-1.5712, -0.7487, 0.8311], [0.0023, -1.1573, -1.0297], [-0.2353, 1.7409, -0.3605], [-0.5478, -0.2875, -0.0348], [1.6502, -0.1154, -0.0796]]
}

---

Arrangement b

{
  "formula": "HNO2S2",
  "method": "ωB97M-V with the def2-TZVPD basis set",
  "orbital_gap_ha": [0.2736, 0.2615],
  "total_charge": 0,
  "lumo_energy_ev": [-2.164, -2.244],
  "species": ["N", "O", "O", "S", "S", "H"],
  "xyz": [[-1.0861, 0.5657, -0.0405], [-1.2827, 1.7621, -0.0230], [-1.8337, -0.3250, 0.0141], [1.1239, -0.2445, -0.4538], [2.8542, -0.5125, 0.4985], [0.2243, -1.2456, 0.0047]]
}

---

Arrangement c

{
  "formula": "HNO2S2",
  "method": "ωB97M-V with the def2-TZVPD basis set",
  "orbital_gap_ha": [0.3293, 0.2185],
  "total_charge": 0,
  "lumo_energy_ev": [-0.346, -1.663],
  "species": ["N", "O", "O", "S", "S", "H"],
  "xyz": [[1.5946, -0.8442, -1.5897], [1.8045, -0.3434, -2.6307], [-0.3386, 0.4076, 1.0810], [-1.6548, 1.2545, 1.2860], [0.8419, -0.9962, -0.2707], [-2.2477, 0.5218, 2.1240]]
}

---

Referenced to the most stable arrangement, the calculated values in kJ/mol are arrangement a 0.0; arrangement b 66.8; arrangement c 113.4.